1.
Entry from OMol25: one molecule with the formula C4H7NO2 (wB97M-V/def2-TZVPD).

Each line ends with the natural charge from an NBO analysis.
Geometry (Å):
H: -0.192 -1.090 1.063  0.165
H: 1.379 0.919 -0.573  0.188
C: 0.099 -0.057 0.841  0.050
C: 1.204 -0.124 -0.233  -0.102
H: -0.976 1.759 0.306  0.215
H: -0.901 -1.203 -2.579  0.183
C: -0.453 -0.605 -1.766  0.390
C: -1.036 0.678 0.121  -0.264
H: -2.024 0.348 0.469  0.214
N: -1.128 0.355 -1.298  -0.509
O: 0.754 -1.016 -1.286  -0.496
O: 0.443 0.620 2.038  -0.713
H: 2.145 -0.563 0.081  0.201
H: 0.687 -0.026 2.718  0.478

Values from the calculation:
2S+1 = 1
LUMO level = 0.67 eV
Structure (SMILES) = O[C@H]1CN=COC1
Net charge = 0
Energy above the lowest of the compared OMol25 structures with the same formula, charge and spin = 44.9 kcal per mole
E = -9845.3343 eV


2.
Entry from OMol25: a 14-piece molecular cluster, C49H133N15O21 overall (wB97M-V/def2-TZVPD).

Each line ends with the Mulliken charge.
Geometry (Å):
H: -5.580 6.299 2.799  0.296
H: -1.955 5.006 -0.346  -1.409
C: 2.562 -5.258 3.398  -0.977
H: -0.814 -4.417 -0.264  -1.232
H: -0.003 -3.894 -1.647  -0.593
C: -1.326 -3.396 4.320  -0.295
C: -5.246 -1.874 -1.100  -0.293
H: 3.446 -4.575 1.103  0.830
H: 3.921 2.245 -0.095  -0.941
O: -3.275 1.536 -1.783  -0.682
H: -5.489 1.500 1.949  0.245
C: -5.417 -1.327 2.885  -0.400
C: 1.783 -3.625 0.229  1.213
H: 8.404 -0.289 -0.826  0.155
H: 1.103 -0.665 1.928  -0.383
H: -1.262 -4.306 4.954  0.441
N: 5.865 0.022 -0.864  0.557
H: 4.832 0.816 -4.361  0.306
C: -1.671 -2.332 5.358  -0.463
H: -0.273 -6.822 -0.815  0.366
H: 8.506 -0.467 -5.034  0.264
H: -1.551 -3.329 1.459  -0.654
H: 3.375 -5.919 3.091  0.344
H: 4.705 2.450 -3.954  0.287
C: -3.860 6.477 -0.857  -0.678
O: -4.259 -1.927 -2.127  -0.244
C: 2.919 2.009 -0.468  1.499
C: -3.411 -7.076 1.944  -0.490
H: 1.585 6.351 1.871  0.306
C: 2.635 -3.970 1.457  -0.707
O: 2.864 6.011 0.392  -0.352
C: -3.341 -1.866 6.940  -0.819
C: 7.856 3.388 -3.465  0.692
N: 1.261 -4.856 -0.449  -0.169
C: -3.716 -3.203 -2.237  -0.457
O: -0.718 -0.824 0.951  0.584
H: 3.558 -0.050 2.394  -0.332
H: -5.201 -0.019 5.032  0.305
H: 3.111 3.176 -2.381  0.156
H: 3.683 4.348 1.076  -0.013
H: -4.593 -3.904 -2.499  0.315
H: -6.233 -1.945 2.449  0.319
H: 2.399 -0.194 5.625  0.235
H: -3.052 1.989 1.233  -1.357
H: -3.249 -0.804 6.629  0.293
H: -5.480 4.710 3.507  0.276
H: 4.827 -4.420 -0.451  0.216
H: 2.916 -0.956 -2.394  -0.817
H: 3.211 1.545 -4.632  0.226
H: -1.693 0.715 -0.726  -0.308
H: -8.402 2.074 0.115  0.088
H: 2.560 0.843 4.265  0.121
O: -1.920 -5.972 -1.699  0.012
N: -2.409 -3.395 3.339  0.325
N: -4.801 2.060 2.407  0.090
H: -0.048 -4.496 -6.114  0.234
H: -1.285 1.218 -2.367  0.598
H: -8.210 0.068 -0.684  0.302
H: -0.688 -4.401 -4.477  -0.055
H: -4.579 5.649 -0.987  0.282
H: 6.615 3.185 -1.851  -0.086
H: -7.463 0.456 -3.573  0.492
H: 3.005 5.473 -1.607  0.216
H: 6.458 2.371 2.344  0.209
H: 2.841 7.144 -1.280  0.536
H: -3.168 -3.876 3.835  0.405
N: 6.968 3.836 -2.513  -0.121
O: 1.865 -4.708 2.329  0.099
C: 2.798 2.119 -1.990  -0.678
C: 5.535 -3.715 -0.922  -0.916
H: -1.680 -1.114 2.741  -0.268
H: -4.735 -2.395 -0.211  -0.169
C: -1.891 1.484 -1.454  0.003
H: 0.533 0.726 -0.767  -0.625
H: -2.534 4.093 1.213  -0.862
N: 8.122 4.235 -4.549  -0.438
H: 0.965 -3.012 0.455  -0.702
H: -10.105 2.040 -0.481  0.277
H: -5.045 -1.846 3.706  0.473
H: -0.618 -5.539 2.844  -0.475
C: 7.740 -0.389 -5.807  -0.555
H: 8.731 1.202 0.033  0.238
H: -2.785 -2.169 7.829  0.331
N: 2.600 0.690 0.081  0.504
O: 3.803 1.242 -2.596  0.575
O: 6.327 2.095 -0.035  -0.734
H: -4.422 -6.590 2.045  0.236
H: 5.005 0.334 -1.327  -0.439
H: -3.490 0.573 3.255  -0.866
C: -4.287 1.323 3.528  0.827
H: -3.595 0.704 -2.171  0.284
H: 2.912 -2.950 -4.433  0.743
H: -0.133 -6.325 -2.561  0.571
H: 7.016 -1.173 -5.646  0.192
O: 0.536 3.242 1.824  0.607
H: 1.358 -5.579 0.305  0.518
H: -3.030 -4.083 1.497  0.069
H: 3.020 -4.466 4.025  0.292
O: -2.432 -6.441 2.749  -0.519
O: -4.340 4.990 1.804  -0.247
H: 1.152 -0.855 -0.514  -0.912
O: -8.534 1.736 -1.900  -0.367
H: -0.465 -1.232 -4.730  0.476
H: 1.171 4.281 3.573  0.170
H: -1.814 -1.360 4.900  -0.049
N: 0.221 6.401 -1.303  -0.120
H: 5.380 1.434 3.325  0.286
H: -9.362 -0.284 -1.975  0.334
C: 0.479 -0.050 1.234  -1.068
H: -6.159 1.328 4.557  0.386
H: -0.127 4.302 -2.010  -0.269
H: 0.267 0.856 1.803  0.600
H: 3.225 0.053 -0.394  -0.074
H: -4.401 -1.974 7.185  0.260
H: -0.268 -2.299 -3.188  -0.325
H: -6.209 -2.392 -1.393  0.259
H: 6.174 -4.386 -1.508  0.376
O: 4.828 -2.781 -1.713  -0.083
C: -0.442 -3.797 -5.336  -0.320
H: 6.097 -0.894 -1.153  0.054
H: 4.832 -4.144 -3.319  0.465
H: 8.903 3.902 -5.016  0.249
C: -8.431 0.305 -1.704  -0.324
H: -0.353 -3.087 3.819  0.064
H: -3.455 -3.711 -1.296  0.066
C: -2.071 -4.088 2.092  -0.091
H: 6.129 -3.159 -0.237  0.254
C: 1.465 -1.072 -3.780  -0.410
N: 3.965 -0.803 2.921  0.134
H: 1.810 1.915 -2.319  0.058
O: 7.030 0.823 -5.637  -0.443
C: -0.511 -6.030 -1.585  -1.068
H: 2.284 2.769 -0.042  -0.419
H: -0.542 3.646 3.501  0.266
C: -2.018 5.203 -1.417  1.360
H: -2.552 4.334 -1.856  0.601
C: 3.390 -2.474 -3.635  -1.085
H: 3.281 -4.097 -2.289  0.270
O: -2.710 6.378 -1.615  -0.521
C: -2.450 -7.044 -2.438  -1.107
C: -7.344 -0.139 -2.661  -0.994
H: -4.369 2.751 0.409  0.162
O: -6.145 -0.203 3.332  -0.420
H: -0.480 6.272 0.713  0.237
H: 2.959 -3.056 2.034  -0.423
C: 3.457 -1.041 4.175  0.407
N: 4.497 4.095 1.656  -0.217
H: -3.136 -7.121 0.900  0.084
H: 7.602 1.502 -5.208  0.294
H: 1.744 7.579 0.616  0.432
H: 6.534 4.749 -2.679  0.152
H: -0.232 7.303 -1.424  0.364
C: 4.108 1.527 -4.013  -1.111
C: -1.528 -5.498 2.171  0.791
H: 2.347 -3.082 -0.506  -0.284
H: 4.141 -1.744 -4.016  0.129
C: 4.375 2.956 2.456  0.319
C: 4.090 -3.519 -2.738  -0.727
H: -0.063 5.061 2.685  0.236
O: 8.323 2.286 -3.381  -0.600
C: -3.895 2.634 1.462  0.974
H: 1.947 -5.906 3.958  0.292
H: 0.428 4.899 0.124  -0.002
H: -0.734 5.564 -3.060  0.511
H: -3.601 -8.072 2.312  0.290
H: -3.775 1.999 4.282  0.278
O: 3.728 -2.068 4.776  -0.734
O: -2.928 -2.726 5.886  -0.327
C: -1.798 -0.510 1.836  -1.578
H: -5.824 1.128 -2.141  0.323
O: 0.642 -3.019 -4.971  -0.358
H: 5.421 4.133 1.206  0.327
H: -2.893 -3.172 -2.948  0.262
C: 1.633 6.508 0.777  -1.213
N: 2.389 -1.685 -2.880  1.593
C: -0.050 -4.715 -0.952  1.859
H: -1.198 -5.898 1.168  0.147
C: 0.242 -1.939 -4.138  0.177
C: 0.300 4.056 2.960  -0.951
C: -4.916 5.492 3.021  -0.887
H: 1.377 2.744 1.877  -0.457
H: -2.248 -6.891 -3.484  0.359
H: -6.427 -0.425 -0.103  0.082
C: -5.638 -0.451 -0.860  1.010
H: -2.100 -8.007 -2.037  0.348
H: -0.945 -2.202 6.193  0.504
H: -1.823 0.526 2.152  1.029
C: -9.077 2.370 -0.720  -0.456
H: 7.928 5.198 -4.642  0.161
H: 4.386 6.239 -0.982  0.179
H: -3.031 4.037 2.938  0.555
H: 4.840 -1.255 2.740  0.233
H: -9.041 3.476 -0.815  0.254
N: 8.038 0.545 -0.342  -0.390
C: -3.367 3.970 1.923  0.735
H: -1.619 2.562 -1.148  -0.245
C: 3.284 6.235 -0.968  -0.892
C: 0.423 5.997 0.087  0.258
H: -2.696 -0.666 1.248  0.249
H: -7.326 -1.211 -3.009  0.368
N: 2.638 -0.099 4.692  -0.154
H: 8.167 -0.396 -6.842  0.222
O: 3.210 2.699 2.860  -0.480
H: -3.511 -6.962 -2.431  0.283
N: 5.525 2.293 2.811  -0.349
H: -4.336 7.359 -1.229  0.378
H: 1.048 -0.212 -3.283  -0.272
C: 1.216 0.168 -0.106  2.073
C: -0.593 5.336 -1.957  -0.469
H: 1.996 -0.820 -4.778  0.211
N: -5.969 0.121 -2.121  -0.030
H: -4.161 5.852 3.730  0.332
H: -4.788 0.055 -0.375  -0.855
C: -5.463 0.615 4.192  -0.823
H: -3.690 6.575 0.221  0.194
H: -1.293 -3.099 -5.601  0.278
H: -4.741 -1.175 2.083  -0.180
C: 6.719 0.945 -0.386  0.354

Values from the calculation:
2S+1 = 1
LUMO level = 0.32 eV
Net charge = 0
E = -118310.2304 eV